Density functional theory data (ωB97M-V with the def2-TZVPD basis set) for a cluster of 12 separate species, C48H69N3O27 in total in a non-equilibrium geometry.

The HOMO-LUMO gap (spin up / spin down) comes out at 6.44 / 2.41 eV. As for the net charge: +1. For the total energy, the calculation gives -4065.97986 Ha. The spin multiplicity is 2.

Structure (XYZ):
```
147
Properties=species:S:1:pos:R:3:forces:R:3:mulliken_charge:R:1
C 2.477266 -5.090322 0.574527 0.88 -0.96 -0.27 -1.682
C 2.081614 -3.670641 0.861947 -1.53 -1.61 0.25 2.072
C 1.568657 -3.435516 2.280658 -0.42 -0.53 0.26 -0.392
O 2.205851 -2.220609 2.649342 0.18 -0.13 0.51 -0.262
C 3.173244 -1.970639 1.771170 -1.53 1.75 1.54 0.395
O 3.862692 -1.012676 1.856614 1.78 1.62 0.27 -0.572
O 3.145587 -2.740176 0.753083 0.49 -1.91 -2.40 -0.374
H 1.620941 -5.752994 0.449279 -0.30 0.36 -0.17 0.270
H 3.094262 -5.624611 1.296991 0.13 0.54 0.52 0.435
H 3.066482 -5.141070 -0.341088 -0.19 0.08 -0.29 0.346
H 1.291868 -3.486381 0.133621 0.12 0.80 -0.15 -0.834
H 1.895200 -4.221928 2.961119 0.04 -0.05 0.02 0.444
H 0.487590 -3.323105 2.362857 0.11 0.06 -0.16 0.017
C -3.921061 5.747029 -0.893338 -0.31 -0.18 0.14 -1.335
C -2.406182 5.774941 -1.108060 -0.60 0.89 0.62 0.305
C -1.559887 4.663558 -0.441759 -1.40 0.41 -0.26 0.463
O -1.015907 3.970882 -1.558049 0.37 0.00 -1.20 0.295
C -1.385461 4.592856 -2.730289 0.71 -0.99 -1.25 0.190
O -1.064041 4.235515 -3.849817 -0.08 0.06 1.81 -0.587
O -2.137278 5.641575 -2.500704 -0.11 0.03 -0.17 -0.369
H -4.215307 6.018241 0.120554 0.32 -0.06 0.15 0.404
H -4.384835 4.781519 -1.095343 0.37 -0.35 0.08 0.202
H -4.486658 6.422603 -1.535051 0.53 0.32 -0.18 0.389
H -1.985469 6.741422 -0.830540 -0.24 0.13 0.07 0.279
H -2.248986 3.997220 0.077105 0.36 -0.14 0.30 -0.260
H -0.793466 5.078225 0.213043 0.06 -0.37 -0.15 0.026
C -4.781466 -0.952180 1.623321 1.04 0.17 0.13 -0.938
C -5.030647 0.495874 1.969985 -1.97 -1.16 0.72 0.518
C -3.996838 1.537928 1.891858 1.77 -0.06 -0.44 0.957
O -4.630269 2.591710 1.207793 1.13 2.30 0.35 -0.339
C -5.795525 2.246365 0.716626 -2.10 -0.73 -1.29 0.522
O -6.537535 2.913207 0.022996 1.46 -0.82 1.23 -0.584
O -6.009544 0.949980 1.048528 -1.28 0.87 -0.70 -0.460
H -5.068829 -1.146867 0.590065 -0.09 0.07 0.07 0.468
H -5.313598 -1.614240 2.306403 0.21 -0.03 -0.19 0.255
H -3.704939 -1.106991 1.695636 -0.04 -0.58 0.13 -0.142
H -5.463254 0.574483 2.967372 -0.26 -0.20 0.11 0.278
H -3.154748 1.228349 1.272872 0.31 -0.06 -0.02 -0.631
H -3.635049 1.836631 2.875714 -0.07 0.25 -0.21 0.027
C 1.417141 1.026709 0.109978 2.18 0.10 -0.33 -1.719
C 0.047464 0.678759 0.517962 -0.62 -1.10 -0.89 2.168
C -0.902038 0.488604 -0.681160 0.47 1.36 -0.33 0.237
O -1.505783 -0.773921 -0.521991 -0.27 -0.20 0.49 0.107
C -0.953050 -1.379498 0.542760 -0.74 -3.25 0.89 -0.510
O -1.293260 -2.466858 1.000995 0.40 2.28 -1.38 -0.076
O 0.082568 -0.713352 1.022105 0.21 1.91 0.63 0.546
H 1.569575 2.038612 -0.265432 -0.46 0.24 0.17 0.471
H 1.832155 0.368930 -0.653690 -0.47 -0.28 -0.36 -0.117
H 2.157389 0.881676 0.896815 -0.24 0.20 0.57 0.285
H -0.348780 1.428792 1.202447 -0.10 -0.54 0.60 -0.482
H -0.301991 0.540493 -1.589656 -0.17 -0.43 -0.29 -0.849
H -1.651823 1.275854 -0.759552 -0.19 -0.17 0.07 -0.005
C 0.784885 0.575954 4.182634 0.62 1.27 1.14 -0.393
C -0.432665 0.137831 4.967661 3.47 -0.54 -0.06 -0.070
C -1.591692 1.058558 5.076752 1.79 0.61 -0.30 0.025
O -2.618450 0.247822 4.663740 -2.32 -2.20 -0.98 -0.380
C -2.134679 -0.993827 4.213916 -3.14 -2.95 0.15 0.635
O -2.777130 -1.998555 3.899108 0.61 3.47 0.58 -0.578
O -0.851294 -1.035244 4.303890 0.71 0.19 0.01 -0.216
H 1.240425 1.425313 4.691715 -0.04 0.25 0.22 0.177
H 0.541621 0.977781 3.199041 -0.08 -0.58 -0.15 -0.466
H 1.574281 -0.174877 4.217256 -0.34 -0.23 -0.57 0.409
H -0.154257 -0.158468 5.978985 0.34 -0.22 -0.02 0.412
H -1.440168 1.894964 4.394424 -0.41 0.38 0.18 0.047
H -1.565624 1.329047 6.132336 -1.12 0.50 -0.16 0.322
C 2.973213 3.706118 5.430067 0.59 0.31 0.52 -1.573
C 2.215180 4.532716 4.390378 -0.43 -0.64 0.62 0.440
C 2.773770 4.461567 3.004864 1.41 -0.52 -0.55 0.076
O 1.685453 4.111105 2.133648 -0.10 1.21 0.24 -0.080
C 0.595471 3.940319 2.884971 -2.37 -2.76 -0.76 0.403
O -0.484959 3.524449 2.419513 2.85 1.61 1.49 -0.375
O 0.895409 4.000765 4.199853 -1.12 0.15 -0.58 -0.371
H 3.613840 2.900228 5.071956 -0.28 -0.02 -0.74 0.312
H 2.358308 3.227234 6.192075 -0.39 0.43 -0.08 0.355
H 3.681630 4.352967 5.947581 -0.13 0.17 0.17 0.428
H 2.074282 5.575985 4.672952 0.13 -0.10 0.41 0.453
H 3.487825 3.643900 2.906571 0.11 0.16 -0.01 -0.320
H 3.278786 5.401237 2.781103 -0.31 -0.08 -0.72 0.319
C 5.590454 1.594570 2.194860 0.87 0.45 -0.34 -1.216
C 5.771877 2.162447 0.792302 -0.65 -1.12 1.19 0.318
C 5.318872 1.206245 -0.271944 1.37 -2.18 -0.20 0.085
O 4.587422 1.967968 -1.200449 -0.26 0.64 0.26 -0.206
C 4.281204 3.122295 -0.572094 -2.67 2.31 -2.63 0.723
O 3.574567 3.975780 -1.135534 1.76 -2.06 1.62 -0.639
O 4.771256 3.190599 0.646081 0.60 0.87 -0.19 -0.249
H 4.525981 1.490795 2.405176 0.18 -0.20 0.10 0.072
H 6.092393 2.276786 2.880955 -0.29 0.00 0.28 0.437
H 6.108042 0.638513 2.273438 -0.24 -0.10 0.03 0.442
H 6.798015 2.495332 0.636303 -0.24 0.63 -0.13 0.290
H 4.776249 0.355776 0.140804 -0.71 0.30 0.07 -0.338
H 6.151368 0.724503 -0.784748 0.19 0.29 -0.15 0.449
C -3.570613 -4.092690 -3.596439 -0.03 0.93 -0.26 -1.423
C -2.019381 -4.086691 -3.552281 -1.67 -0.82 1.38 0.469
C -1.395260 -3.418796 -2.334259 -0.24 1.98 -0.59 0.588
O -0.387935 -4.331574 -1.825567 -0.89 0.40 -1.01 0.140
C -0.865154 -5.550939 -2.209329 0.78 -2.65 2.05 0.293
O -0.535065 -6.605634 -1.660775 -0.65 2.82 -1.86 -0.600
O -1.792844 -5.415326 -3.157940 1.06 -2.80 0.04 -0.340
H -3.947697 -4.910500 -4.210517 0.33 0.14 -0.31 0.379
H -4.013674 -3.156497 -3.936052 0.15 0.09 -0.27 0.343
H -4.024666 -4.276215 -2.622646 0.52 0.00 0.29 0.408
H -1.525144 -3.936619 -4.512129 -0.05 0.42 0.05 0.317
H -2.127290 -3.209727 -1.554173 -0.01 -0.35 0.08 0.081
H -1.026993 -2.453906 -2.682766 0.74 -0.15 0.61 -0.580
C 4.686433 -2.412762 -4.783337 0.38 -0.24 0.30 -1.537
C 3.481399 -2.742110 -3.898776 1.49 -0.88 -0.94 0.401
C 3.313451 -1.959796 -2.627979 2.28 -0.39 0.47 -0.133
O 1.987764 -1.599542 -2.635722 -2.57 0.91 0.73 0.450
C 1.430457 -1.830463 -3.819617 -2.33 1.30 -2.42 0.184
O 0.301933 -1.476796 -4.221614 3.38 -1.01 1.72 -0.565
O 2.350254 -2.382947 -4.629506 -2.11 0.19 -0.65 -0.393
H 4.627683 -1.443494 -5.278472 -0.29 0.27 0.43 0.333
H 4.813872 -3.106058 -5.614724 -0.18 -0.30 0.26 0.385
H 5.596138 -2.440005 -4.183508 0.10 -0.02 -0.04 0.387
H 3.425708 -3.814161 -3.709801 0.12 -0.12 0.00 0.317
H 3.980599 -1.099112 -2.675291 -0.21 0.46 0.25 0.041
H 3.533368 -2.520287 -1.719359 0.00 0.02 -0.09 0.262
N -3.068792 1.567579 -4.357230 -0.50 -1.03 1.20 0.087
C -2.968478 0.287642 -3.790925 -0.61 0.59 0.06 -0.981
C -3.830089 0.234612 -2.702148 2.03 -1.42 -0.98 -0.227
C -4.384488 1.473697 -2.565703 -1.59 2.39 0.31 -0.225
C -3.976858 2.312218 -3.590886 1.06 -1.15 -0.51 -1.304
H -2.579511 1.871728 -5.186804 -0.28 0.07 0.27 0.253
H -2.364414 -0.529338 -4.157057 0.16 0.34 -0.38 0.651
H -3.946559 -0.629253 -2.064516 -0.08 0.10 -0.01 0.645
H -5.097350 1.728440 -1.795426 -0.09 0.23 -0.16 0.616
H -4.244808 3.308113 -3.911509 0.00 -0.08 0.29 0.501
N -2.763927 -6.242367 3.390194 -0.72 0.78 -0.29 0.078
C -2.523448 -7.450733 2.833338 0.17 -0.75 1.53 -0.535
C -1.658741 -7.283584 1.798691 0.17 -1.55 -0.56 -1.198
C -1.444281 -5.919437 1.631328 -0.59 1.56 0.53 0.667
C -2.200734 -5.271953 2.611116 0.85 0.11 -0.22 -1.336
H -3.337772 -6.126136 4.213168 0.10 0.28 -0.37 0.212
H -2.861216 -8.293200 3.418615 0.09 -0.34 -0.53 0.377
H -1.236236 -8.114047 1.252593 0.01 0.22 -0.19 0.439
H -0.843332 -5.415620 0.888736 -0.13 -0.10 -0.06 0.504
H -2.354541 -4.218405 2.792184 0.08 -0.09 0.09 0.707
N 2.630564 2.514339 -5.337034 0.11 0.39 1.84 0.042
C 1.495413 1.843727 -5.610968 0.65 -0.46 -1.48 -1.134
C 0.682842 1.725217 -4.475811 0.72 0.55 2.19 -0.216
C 1.384876 2.368771 -3.440755 -1.08 -0.93 -0.91 0.661
C 2.597190 2.822510 -3.975314 0.20 0.02 -0.58 -1.080
H 3.461421 2.612478 -5.902845 -0.33 0.03 -0.21 0.279
H 1.406652 1.429644 -6.604469 -0.41 -0.05 0.04 0.514
H -0.209218 1.137666 -4.316383 -0.12 0.18 -0.44 0.631
H 1.068853 2.447576 -2.411045 0.09 0.18 -0.14 0.541
H 3.404434 3.290296 -3.431323 0.09 0.13 -0.13 0.613
```
Forces are in eV/Å.